i.
The following is a quantum chemistry calculation of 2 unconnected molecules or ions with the total composition C3H8NO2S, from the OMol25 dataset.

Cartesian coordinates (Å):
H 1.09408 -1.90986 -0.23896
N 2.00001 -0.47288 1.02102
H -2.07022 1.08711 1.11348
O 1.71738 1.86809 2.05931
C 1.81668 -1.10816 -0.23158
C -2.16069 0.06537 0.54692
H -0.68616 0.39396 -0.82442
H -1.86716 -0.91145 -1.23130
H -3.01808 -0.47023 1.04946
H 1.51230 -0.48084 -1.07986
C -1.70133 -0.00548 -0.79336
S 1.25360 1.04139 0.94350
H -2.20847 0.67989 -1.43926
O 1.55280 1.73545 -0.32994
H 2.76525 -1.51237 -0.56500

## Properties
HOMO energy (alpha / beta)   -3.3579 / -3.7023 eV
Gap between HOMO and LUMO (alpha / beta)   7.05 / 7.38 eV
Net charge   -1
Multiplicity   1

ii.
The following is a quantum chemistry calculation of 2 unconnected molecules or ions with the total composition C3H8NO2S, from the OMol25 dataset.

Cartesian coordinates (Å):
H -0.87966 -1.93880 -0.36053
H -0.88097 0.79695 0.91945
H -1.99509 -0.59318 1.23663
O 0.18458 -0.06872 -2.47671
H 1.60006 -1.22931 0.09200
C -0.93044 -0.86690 -0.54347
H -0.44997 2.14941 -0.33168
C 0.31309 -0.54077 -1.34765
H 2.29734 -0.24745 -1.14378
H -0.53808 2.81943 0.92172
O -0.84345 2.96897 0.00398
S 0.38726 -0.66003 2.05754
N 1.51640 -0.77864 -0.80770
H -1.73997 -0.45102 -1.12965
C -1.00641 -0.27775 0.90118

## Properties
HOMO energy   -2.9936 eV
Gap between HOMO and LUMO   6.89 eV
Net charge   -1
Multiplicity   1

Name the most stable of them. ii.

i.
The following is a quantum chemistry calculation of 2 unconnected molecules or ions with the total composition C2H3IOS, from the OMol25 dataset.

Cartesian coordinates (Å):
H 1.83274 -1.45983 -0.87048
H 1.51965 0.27399 -0.90490
O -1.84051 1.87774 1.92877
C -1.54132 1.11454 1.14347
C 1.19281 -0.69128 -0.62330
S 1.14666 -0.76268 1.08512
I -2.50668 0.40452 -0.65785
H 0.19666 -0.75700 -1.10084

## Properties
HOMO energy (alpha / beta)   -9.0711 / -8.6724 eV
Gap between HOMO and LUMO (alpha / beta)   7.35 / 6.93 eV
Net charge   0
Multiplicity   1

ii.
The following is a quantum chemistry calculation of 2 unconnected molecules or ions with the total composition C2H3IOS, from the OMol25 dataset.

Cartesian coordinates (Å):
C 0.84330 -0.63935 -0.28158
I -3.61548 0.17727 0.06829
O 0.47384 0.60217 0.01534
H -0.30288 0.64952 0.56326
C 0.16224 -1.75366 -0.07690
H 1.88255 -0.70152 -0.42757
H -2.69782 1.49799 -0.06609
S -0.53215 -3.07462 0.28654

## Properties
HOMO energy   -7.9095 eV
Gap between HOMO and LUMO   7.51 eV
Net charge   0
Multiplicity   1
Structure (SMILES)   OC=C=S.I

Name the most stable of them. ii.